{"formula": "C69H148N6O5", "method": "ωB97M-V/def2-TZVPD", "orbital_gap_ha": 0.1857, "total_charge": 4, "e_lumo_ev": -5.87, "energy_ha": -3420.98593, "species": ["C", "C", "O", "O", "H", "H", "H", "O", "C", "O", "O", "H", "C", "C", "C", "C", "N", "C", "C", "C", "C", "C", "C", "C", "H", "H", "H", "H", "H", "H", "H", "H", "H", "H", "H", "H", "H", "H", "H", "H", "H", "H", "H", "H", "H", "H", "H", "H", "C", "C", "C", "C", "N", "C", "C", "C", "C", "C", "C", "C", "H", "H", "H", "H", "H", "H", "H", "H", "H", "H", "H", "H", "H", "H", "H", "H", "H", "H", "H", "H", "H", "H", "H", "H", "C", "C", "C", "C", "N", "C", "C", "C", "C", "C", "C", "C", "H", "H", "H", "H", "H", "H", "H", "H", "H", "H", "H", "H", "H", "H", "H", "H", "H", "H", "H", "H", "H", "H", "H", "H", "C", "C", "C", "C", "N", "C", "C", "C", "C", "C", "C", "C", "H", "H", "H", "H", "H", "H", "H", "H", "H", "H", "H", "H", "H", "H", "H", "H", "H", "H", "H", "H", "H", "H", "H", "H", "C", "C", "C", "C", "N", "C", "C", "C", "C", "C", "C", "C", "H", "H", "H", "H", "H", "H", "H", "H", "H", "H", "H", "H", "H", "H", "H", "H", "H", "H", "H", "H", "H", "H", "H", "H", "C", "C", "C", "C", "N", "C", "C", "C", "C", "C", "C", "C", "H", "H", "H", "H", "H", "H", "H", "H", "H", "H", "H", "H", "H", "H", "H", "H", "H", "H", "H", "H", "H", "H", "H", "H"], "coordinates": [[1.231, -1.632, -0.297], [-0.207, -1.602, -0.564], [-0.959, -2.373, 0.101], [-0.476, -1.114, -1.740], [1.473, -1.868, 0.739], [1.640, -0.636, -0.465], [1.829, -2.304, -0.911], [4.137, -0.423, 5.085], [2.932, -0.126, 5.476], [2.116, -0.934, 5.160], [2.685, 0.829, 6.219], [3.623, -1.208, 4.878], [1.097, -4.778, 7.355], [1.420, -6.084, 6.616], [1.286, -6.040, 4.978], [1.067, -7.386, 4.400], [0.192, -7.404, 3.083], [0.035, -8.831, 2.547], [1.140, -8.836, 1.505], [1.919, -7.443, 1.427], [0.798, -6.555, 1.932], [-1.272, -6.803, 3.321], [-1.975, -7.548, 4.492], [-3.502, -7.253, 4.591], [0.135, -4.395, 7.012], [1.970, -4.144, 7.199], [0.991, -4.941, 8.427], [0.798, -6.937, 6.886], [2.300, -6.618, 6.976], [2.048, -5.445, 4.476], [0.315, -5.544, 5.002], [0.717, -8.165, 5.077], [2.028, -7.880, 4.257], [-0.921, -9.125, 2.116], [0.118, -9.491, 3.410], [0.808, -9.175, 0.523], [1.815, -9.610, 1.870], [2.080, -7.281, 0.361], [2.817, -7.335, 2.036], [-0.061, -6.355, 1.292], [1.247, -5.646, 2.332], [-1.787, -6.956, 2.373], [-1.232, -5.720, 3.438], [-1.583, -7.261, 5.468], [-1.768, -8.604, 4.316], [-4.028, -7.681, 5.444], [-4.084, -7.686, 3.777], [-3.663, -6.179, 4.692], [3.199, 3.246, -6.014], [4.480, 3.934, -5.610], [4.851, 5.180, -6.578], [5.946, 5.969, -5.838], [6.507, 7.119, -6.752], [7.390, 8.099, -5.894], [6.866, 9.568, -6.216], [5.765, 9.408, -7.291], [5.306, 7.959, -7.249], [7.224, 6.522, -8.041], [8.314, 5.464, -7.671], [9.388, 5.279, -8.708], [3.269, 2.871, -7.035], [2.447, 4.030, -5.921], [2.860, 2.470, -5.327], [5.399, 3.362, -5.737], [4.456, 4.104, -4.534], [3.922, 5.723, -6.747], [5.230, 4.673, -7.465], [6.694, 5.218, -5.584], [5.641, 6.485, -4.928], [8.370, 8.139, -6.371], [7.361, 7.993, -4.810], [7.646, 10.262, -6.530], [6.475, 9.823, -5.232], [6.261, 9.437, -8.262], [4.963, 10.135, -7.415], [4.871, 7.713, -8.218], [4.543, 7.894, -6.473], [7.646, 7.424, -8.484], [6.445, 6.111, -8.683], [7.821, 4.507, -7.501], [8.660, 5.578, -6.643], [9.026, 4.749, -9.588], [10.238, 4.706, -8.337], [9.913, 6.202, -8.953], [5.788, -2.711, -5.696], [4.673, -3.406, -4.946], [3.652, -4.189, -5.821], [2.546, -4.947, -5.101], [1.259, -5.152, -5.902], [1.438, -5.640, -7.396], [0.782, -4.480, -8.258], [-0.171, -3.779, -7.397], [0.397, -3.872, -5.925], [0.399, -6.102, -5.105], [-0.987, -6.412, -5.650], [-1.549, -7.507, -4.746], [5.967, -3.216, -6.645], [6.604, -2.460, -5.018], [5.236, -1.794, -5.905], [4.266, -2.750, -4.176], [5.171, -4.203, -4.394], [4.258, -4.922, -6.355], [3.296, -3.419, -6.505], [2.427, -4.363, -4.188], [2.998, -5.921, -4.911], [1.043, -6.647, -7.533], [2.493, -5.789, -7.625], [0.382, -4.920, -9.171], [1.594, -3.916, -8.716], [-1.172, -4.206, -7.457], [-0.204, -2.723, -7.664], [-0.281, -3.720, -5.086], [1.246, -3.191, -5.875], [0.212, -5.609, -4.150], [1.051, -6.975, -5.094], [-0.965, -6.692, -6.703], [-1.749, -5.632, -5.636], [-2.574, -7.513, -5.115], [-1.731, -7.387, -3.678], [-1.103, -8.497, -4.841], [-7.303, 4.153, 9.806], [-6.646, 2.748, 9.910], [-5.604, 2.406, 8.874], [-5.426, 0.955, 8.426], [-4.169, 0.648, 7.574], [-4.102, 1.361, 6.207], [-3.126, 0.714, 5.302], [-3.494, -0.755, 5.706], [-4.322, -0.772, 7.014], [-2.834, 0.873, 8.321], [-2.783, 0.144, 9.680], [-1.587, 0.486, 10.471], [-6.624, 5.002, 9.731], [-7.807, 4.323, 10.758], [-7.806, 4.143, 8.839], [-7.334, 1.906, 9.839], [-6.142, 2.660, 10.873], [-4.685, 2.667, 9.399], [-5.667, 3.206, 8.137], [-6.322, 0.667, 7.876], [-5.359, 0.212, 9.220], [-3.691, 2.342, 6.445], [-5.122, 1.554, 5.872], [-2.173, 1.180, 5.551], [-3.574, 0.968, 4.341], [-2.542, -1.275, 5.818], [-3.950, -1.191, 4.818], [-3.761, -1.488, 7.615], [-5.337, -1.126, 6.834], [-2.575, 1.932, 8.320], [-1.992, 0.501, 7.737], [-2.907, -0.937, 9.615], [-3.635, 0.433, 10.295], [-1.185, 1.486, 10.309], [-0.737, -0.162, 10.257], [-1.765, 0.432, 11.545], [-5.652, 0.297, -5.881], [-5.041, -0.283, -4.564], [-6.186, -0.237, -3.433], [-5.891, -1.021, -2.100], [-7.193, -1.456, -1.269], [-6.837, -2.205, 0.044], [-6.638, -3.716, -0.349], [-7.370, -3.949, -1.688], [-8.004, -2.578, -2.010], [-8.056, -0.213, -0.948], [-7.266, 0.893, -0.191], [-7.976, 2.256, -0.069], [-5.123, -0.029, -6.777], [-5.729, 1.384, -5.893], [-6.643, -0.148, -5.974], [-4.172, 0.284, -4.229], [-4.678, -1.302, -4.698], [-7.103, -0.738, -3.743], [-6.513, 0.798, -3.340], [-5.226, -0.409, -1.490], [-5.355, -1.956, -2.263], [-7.676, -2.058, 0.724], [-5.913, -1.768, 0.422], [-7.141, -4.355, 0.378], [-5.593, -4.027, -0.341], [-8.005, -4.825, -1.556], [-6.655, -4.220, -2.465], [-9.018, -2.587, -1.610], [-8.157, -2.486, -3.086], [-8.928, -0.541, -0.383], [-8.387, 0.272, -1.866], [-6.352, 1.061, -0.761], [-7.098, 0.573, 0.837], [-7.944, 2.799, -1.013], [-7.388, 2.832, 0.645], [-9.019, 2.199, 0.244], [4.693, 8.717, 4.237], [3.922, 8.417, 2.942], [3.389, 7.000, 2.868], [2.573, 6.674, 1.607], [1.930, 5.243, 1.457], [1.214, 4.975, 0.033], [-0.275, 4.726, 0.262], [-0.559, 5.501, 1.572], [0.665, 5.218, 2.415], [2.880, 3.994, 1.853], [4.162, 4.084, 1.116], [4.950, 2.771, 0.944], [5.269, 9.638, 4.158], [5.342, 7.865, 4.440], [3.916, 8.998, 4.948], [4.655, 8.535, 2.144], [3.157, 9.166, 2.739], [2.814, 6.754, 3.760], [4.271, 6.359, 2.874], [3.059, 6.915, 0.662], [1.759, 7.397, 1.562], [1.670, 4.124, -0.474], [1.338, 5.799, -0.670], [-0.368, 3.650, 0.405], [-0.858, 5.083, -0.588], [-1.378, 4.993, 2.081], [-0.637, 6.581, 1.445], [0.583, 4.193, 2.778], [0.789, 5.828, 3.309], [2.341, 3.099, 1.539], [3.034, 4.012, 2.932], [4.842, 4.746, 1.653], [4.086, 4.567, 0.142], [5.793, 3.009, 0.295], [4.318, 2.038, 0.442], [5.307, 2.228, 1.819]], "atomic_forces_ev_per_a": [[2.296, 1.132, 1.729], [-1.991, -2.423, -3.749], [0.146, 1.201, 0.180], [-0.224, 0.136, 2.032], [-0.111, -0.151, 0.140], [0.175, 0.104, -0.158], [-0.489, -0.164, -0.312], [3.270, 0.150, -0.751], [-1.162, 6.136, 4.675], [-4.903, -4.979, -2.397], [0.526, 1.968, 0.345], [1.946, -3.204, -2.031], [0.603, -1.107, -0.403], [0.049, -1.711, -1.103], [-1.024, 0.837, 2.937], [0.512, -1.391, -0.856], [-2.099, 1.506, 0.871], [0.696, 1.101, 0.145], [2.178, -1.386, 0.339], [-2.605, -1.361, -0.745], [0.707, -0.377, 1.516], [0.589, -0.770, 0.909], [-0.583, 0.470, -0.373], [0.147, -0.262, -0.263], [0.296, 0.466, -0.208], [-0.573, 0.657, -0.031], [0.149, -0.198, -0.023], [-1.251, 0.373, 0.073], [1.025, 0.954, -0.310], [-0.125, 0.000, 0.147], [0.086, 0.563, -0.761], [-1.245, 0.532, 0.151], [0.277, 0.223, -1.258], [-0.310, 1.008, 0.022], [0.638, -0.068, -0.203], [-0.124, 0.268, 0.095], [0.390, -0.086, -0.504], [0.518, 0.291, 0.252], [-0.112, -0.288, -0.213], [0.495, 0.018, -0.360], [-0.736, 0.196, 0.157], [0.042, -0.331, 0.037], [0.410, -0.083, 0.265], [0.508, -0.039, -0.169], [-0.306, -0.123, 0.357], [0.708, -0.198, 0.405], [0.225, 0.411, -0.477], [-0.071, 0.059, -0.369], [-0.014, 0.485, 0.039], [1.410, 0.491, -0.779], [-0.792, -1.185, 2.630], [-0.307, 0.411, -1.683], [-0.522, -0.905, 0.130], [-0.101, 1.690, -2.870], [-1.275, -1.149, 0.832], [1.584, -0.710, -1.083], [-0.325, 1.028, 1.532], [0.721, 0.353, 1.841], [-1.352, -0.184, 0.581], [1.042, 0.100, 0.011], [-0.320, -0.022, 0.046], [-0.393, -0.121, -0.468], [0.387, -0.193, -0.101], [-0.232, -0.844, 0.095], [-0.053, 0.851, -0.011], [0.286, 0.217, -0.330], [-0.080, 0.483, -0.197], [0.536, 0.601, -0.062], [-0.341, -0.198, -0.118], [0.242, -0.989, 0.688], [0.074, -0.964, -0.439], [-0.032, -0.220, 0.210], [-0.252, 0.955, -0.344], [0.341, 0.541, -0.138], [-0.017, -0.086, 0.713], [0.381, -0.779, 0.220], [-0.079, -0.405, -0.053], [0.122, -0.205, -0.273], [0.058, 0.143, 0.160], [-0.396, -0.242, -0.529], [0.615, 0.936, -0.121], [0.001, 0.360, -0.107], [-0.322, -0.452, 0.308], [-0.502, 0.281, -0.414], [-2.106, 0.997, -0.203], [0.438, -2.643, 1.386], [0.800, 1.255, -0.686], [1.102, 0.498, -0.683], [-1.467, -0.077, 0.413], [0.129, 1.205, 0.381], [2.114, -2.642, -1.027], [-0.660, 0.983, 2.020], [2.183, 0.635, -2.489], [0.184, 0.194, -0.749], [0.593, -0.319, 0.579], [-1.605, -0.725, -0.793], [0.761, 0.075, 0.258], [0.219, -0.357, -0.528], [0.814, 0.669, -0.741], [-0.492, 0.040, -0.220], [-0.043, -0.169, 0.580], [-0.052, 0.258, -0.469], [-0.468, -0.283, -0.490], [-1.116, -0.516, 0.186], [-0.631, -0.149, 0.406], [-0.635, 0.295, 0.364], [0.069, 0.492, 0.316], [-0.621, -0.185, 0.237], [0.071, 0.619, 0.705], [0.031, 0.090, 0.009], [-0.359, -0.019, 0.065], [0.184, -0.467, -0.111], [-0.727, 0.976, 0.169], [0.684, -0.411, 0.277], [-0.614, -0.441, 0.695], [0.040, -0.585, 0.120], [0.611, 0.667, 0.329], [-0.231, -0.976, 0.032], [0.751, 0.952, 0.077], [0.054, 0.110, -0.371], [0.996, -1.161, -0.284], [-0.027, -0.539, 0.694], [2.369, 1.131, 0.498], [-0.270, 0.342, -0.543], [-0.752, -0.546, -1.436], [-0.334, 3.553, 2.469], [-2.343, -0.626, 0.984], [1.842, -0.012, -1.339], [2.177, -0.606, -0.556], [0.050, -1.238, 0.156], [-1.779, 0.700, -0.187], [2.111, 0.241, 0.824], [0.665, -0.337, 0.045], [-0.911, 0.023, -0.639], [-1.020, 0.360, 0.516], [-0.919, 0.456, 0.457], [-0.327, -0.113, 0.221], [0.525, 0.069, -0.247], [-0.017, -0.719, -1.001], [0.278, -0.188, -0.583], [-0.037, 0.480, 0.355], [-0.480, 0.405, 0.144], [-0.033, -0.623, -0.128], [0.338, -0.932, -0.684], [1.062, -0.151, -0.436], [-0.169, -0.329, 0.209], [-0.428, -0.262, 0.431], [-0.654, 0.159, 0.629], [-0.079, 0.681, 0.443], [-0.802, 0.189, 0.589], [-0.352, -0.530, -0.539], [0.205, -0.062, -0.508], [-0.228, 0.287, -0.167], [-0.309, 0.211, -0.187], [-0.020, -0.126, -0.028], [-0.102, -0.192, -0.073], [0.153, -0.883, 0.611], [-1.355, 0.358, 0.644], [0.187, -1.404, -0.107], [-0.173, 0.442, -0.093], [-0.022, -0.113, -0.760], [0.757, -0.515, -1.245], [-0.512, 0.460, 0.580], [1.425, 0.786, 0.209], [-0.685, -0.696, 0.196], [0.603, 0.651, 0.041], [-0.750, -0.481, -0.077], [0.225, -0.289, -0.519], [0.282, 0.130, 0.153], [-0.010, -0.096, 0.145], [-0.178, 0.267, -0.141], [-0.086, 0.131, 0.069], [-0.247, -0.107, -0.078], [0.075, -0.037, -0.980], [0.337, 0.112, 0.657], [-0.351, -0.302, 0.535], [-0.156, -0.011, -0.290], [0.125, 0.027, -0.079], [-0.237, 0.069, 0.165], [0.154, 0.272, 0.327], [-0.015, 0.301, -0.197], [-0.611, 0.583, -0.379], [0.021, 0.069, -0.040], [0.069, 0.484, 0.350], [0.540, 0.782, 0.086], [0.075, -0.153, -0.084], [-0.066, -0.593, -0.291], [0.193, -0.014, 0.520], [0.564, -0.258, -0.130], [-0.095, -0.017, -0.055], [-0.288, 0.127, 0.051], [0.105, -0.086, 0.173], [-1.152, 0.480, -0.624], [0.737, 0.582, -0.888], [0.150, -1.282, -0.205], [-0.562, 0.129, -0.729], [-1.366, -0.294, 0.767], [0.822, 0.305, 0.066], [0.940, 0.547, 0.887], [0.628, -0.787, -0.139], [0.819, -1.018, -0.270], [-1.089, 1.346, -0.705], [2.051, 0.246, 0.244], [-0.661, -0.241, -0.591], [0.250, -0.215, -0.319], [-0.158, 0.218, 0.673], [0.399, -0.762, 0.803], [-0.078, -0.042, -0.415], [-0.179, 0.020, 0.190], [-0.119, 0.014, 0.080], [-0.020, -0.197, 0.223], [0.686, -0.481, 0.141], [-0.603, -0.343, 0.186], [0.353, -0.040, 0.483], [0.395, 0.466, 0.605], [-0.590, 0.077, 0.052], [0.008, -0.212, 0.087], [-0.396, 0.805, 0.018], [-0.633, -0.141, -0.195], [0.260, -0.108, -0.063], [0.317, 0.283, -0.389], [-0.371, 0.142, 0.244], [-0.310, 0.029, -0.044], [-0.061, 0.223, 0.134], [-0.448, -0.225, -0.214], [0.081, -0.264, 0.095], [0.011, -0.059, -0.318], [-0.052, 0.627, 0.349]]}